{
  "formula": "C15H22N2O3S",
  "method": "ωB97M-V/def2-TZVPD",
  "symbols": ["C", "C", "C", "N", "C", "C", "C", "C", "C", "O", "N", "C", "C", "C", "C", "C", "C", "S", "C", "O", "O", "H", "H", "H", "H", "H", "H", "H", "H", "H", "H", "H", "H", "H", "H", "H", "H", "H", "H", "H", "H", "H", "H"],
  "xyz": [[-5.651477, -2.042487, 0.423739], [-4.346651, -1.847774, 0.422689], [-3.577792, -1.319391, -0.751567], [-2.741441, -0.183335, -0.399083], [-1.373669, -0.394369, -0.143571], [-0.554944, -0.902092, -1.149077], [0.797344, -1.071667, -0.922571], [1.358487, -0.711566, 0.296300], [2.818745, -0.947930, 0.543553], [3.253608, -2.079322, 0.667038], [3.599299, 0.154212, 0.640527], [3.118235, 1.498526, 0.387566], [2.900985, 1.794525, -1.096071], [5.006646, -0.021992, 0.945901], [5.919744, 0.214138, -0.253056], [0.534553, -0.229644, 1.306456], [-0.822811, -0.078264, 1.093071], [-3.470267, 1.076513, 0.441583], [-4.863611, 1.480051, -0.639975], [-3.988572, 0.660969, 1.712747], [-2.551449, 2.172741, 0.421281], [-6.260637, -1.832233, -0.441878], [-6.166346, -2.432357, 1.283606], [-3.751692, -2.063564, 1.297822], [-2.918289, -2.106257, -1.131146], [-4.259176, -1.027263, -1.557487], [-0.979623, -1.158503, -2.108346], [1.428722, -1.478043, -1.699160], [3.860754, 2.189379, 0.793821], [2.177259, 1.661306, 0.919558], [2.107477, 1.168037, -1.494272], [3.807033, 1.613577, -1.667563], [2.611578, 2.835044, -1.218556], [5.119277, -1.052539, 1.290083], [5.275444, 0.656942, 1.762427], [5.884054, 1.251158, -0.578719], [6.944702, -0.023915, 0.019314], [5.623352, -0.428308, -1.078348], [0.952981, 0.006821, 2.274151], [-1.465859, 0.286464, 1.877944], [-4.499396, 1.528302, -1.657170], [-5.634594, 0.732905, -0.511827], [-5.221985, 2.451215, -0.321716]],
  "forces_ev_per_a": [[-0.03, -0.12, -0.03], [-0.02, -0.22, -0.16], [-0.47, -0.32, -0.07], [-0.50, 0.78, 0.19], [0.77, 0.02, 0.17], [-0.13, 0.04, 0.08], [0.05, -0.04, 0.14], [-0.22, -0.17, 0.07], [-0.08, 0.08, 0.04], [-0.02, -0.32, -0.09], [0.16, 0.02, 0.20], [-0.26, 0.26, -0.30], [0.05, 0.04, 0.24], [0.28, -0.24, 0.03], [-0.16, -0.02, 0.21], [0.10, -0.08, -0.15], [0.03, -0.14, -0.06], [-0.51, 0.39, -0.59], [0.70, -0.38, 0.45], [-0.07, -0.13, -0.02], [0.14, 0.13, -0.19], [-0.07, 0.09, -0.21], [-0.07, -0.08, 0.21], [0.03, -0.03, 0.18], [-0.04, 0.21, -0.02], [0.03, -0.17, 0.01], [-0.04, 0.02, -0.11], [0.05, -0.04, -0.07], [-0.08, -0.06, 0.05], [0.19, 0.09, 0.01], [-0.05, 0.00, -0.07], [0.09, -0.01, -0.07], [-0.05, 0.13, -0.08], [0.02, 0.22, 0.03], [-0.04, -0.06, -0.02], [0.03, 0.10, -0.09], [0.13, 0.01, -0.01], [0.00, -0.05, -0.11], [0.05, 0.06, 0.08], [0.06, 0.00, 0.16], [0.05, 0.02, -0.19], [-0.13, -0.15, 0.00], [0.03, 0.12, 0.16]],
  "nbo_charge": [-0.387, -0.185, -0.259, -0.690, 0.138, -0.235, -0.173, -0.125, 0.671, -0.620, -0.439, -0.214, -0.618, -0.218, -0.617, -0.205, -0.175, 2.308, -0.866, -0.937, -0.937, 0.184, 0.208, 0.214, 0.235, 0.199, 0.217, 0.224, 0.203, 0.212, 0.215, 0.206, 0.214, 0.242, 0.186, 0.198, 0.216, 0.214, 0.221, 0.228, 0.243, 0.245, 0.260],
  "energy_ha": -1318.1618,
  "lumo_energy_ev": 0.584,
  "orbital_gap_ev": 9.3
}